A cluster of 6 separate species, C30H72N4O6 in total at a distorted geometry. Source: OMol25; level of theory: wB97M-V/def2-TZVPD.

For the total energy, the calculation gives -1856.0600 a.u. The spin multiplicity is 1. As for the net charge: +2. The calculation puts the relative energy (zero: lowest compared OMol25 entry of this formula, charge and spin) at 0.0 kcal per mole. The frontier orbital gap comes out at 6.44 eV.

```
112
Properties=species:S:1:pos:R:3:forces:R:3:mulliken_charge:R:1
H -0.7488 1.2517 3.9522 0.10 -0.33 -0.16 0.2943
H -0.5770 -2.1951 -1.5501 0.75 0.79 -0.11 -0.2225
C -2.8169 -1.9635 3.2859 0.16 -0.14 1.10 -0.8257
H 0.2779 3.8587 -4.6000 -0.36 0.10 0.56 0.3867
C 3.9798 5.1479 4.6353 0.62 -0.77 0.91 -0.7198
C -3.9407 -0.8993 -0.0736 0.25 -0.74 -0.32 -0.5955
H 0.4605 -4.7638 -1.4917 -0.20 -0.03 0.18 0.3834
H -0.4712 0.2679 -5.0948 0.12 -0.05 0.05 0.2882
H 3.4175 6.9770 3.7602 0.15 0.26 0.35 0.2924
H 2.2962 -2.2092 1.1429 0.10 0.02 -0.18 0.1786
C 1.7513 4.9397 2.7230 -0.43 0.86 0.29 -0.4209
H -1.3999 4.3814 -5.2106 -0.13 -0.06 0.71 0.3794
H -0.2313 3.6065 -6.2080 -0.06 0.09 0.07 0.4283
N 2.8087 3.8858 2.7841 0.13 -0.15 0.67 0.3188
C 0.5153 -3.7253 -1.1498 1.08 -0.68 0.38 0.0639
H -2.0089 -2.5874 -0.0678 0.16 -0.15 0.04 0.2623
H 3.4701 2.3750 1.5813 0.79 0.25 -0.67 0.3941
H 0.7396 1.3083 -4.3414 -0.19 0.01 0.21 0.4501
C -4.2246 -1.5336 2.9327 0.20 0.73 -0.66 -0.7418
H 0.2103 -3.6875 -0.0913 -0.53 0.11 -0.14 0.0994
O 4.0973 -0.0447 -4.4884 -0.28 -0.03 -0.31 -0.6827
C 2.3672 2.7960 3.7493 -0.80 0.43 -0.29 -0.9529
H -2.8441 -2.8046 3.9868 0.01 -0.37 -0.49 0.3715
H -0.7406 2.6053 -2.8627 0.20 -0.51 0.05 0.4792
H 4.2708 -2.4471 -0.5344 0.18 -0.02 -0.42 0.5241
H 2.0713 3.1273 0.9330 -0.15 0.12 0.30 0.4793
H -3.6613 -2.5415 -2.2773 -0.25 -0.01 -0.22 0.1411
N -3.9951 -2.2724 0.5230 0.81 -0.69 0.12 0.4994
H -4.1855 -4.5719 -3.6035 -0.13 0.10 -0.08 0.4278
H 3.4929 4.0784 0.7537 0.67 -0.14 0.30 0.3568
H -4.7241 -4.1917 0.0789 0.15 0.01 0.06 0.3644
H -4.9997 -3.3871 1.9903 0.34 -0.06 0.18 0.4310
C 1.6367 5.8804 3.9311 0.08 -0.82 0.52 -0.8008
H 1.0694 6.7476 3.5967 0.12 0.09 -0.03 0.4247
C 1.2272 1.9215 3.2322 0.06 -0.72 -0.39 0.0786
C -4.6470 -3.2394 -0.4481 -0.37 -0.02 -0.09 -0.8154
H 0.8060 0.9319 0.2302 0.08 -0.11 0.07 -0.3059
H -1.0235 -0.1892 -2.0689 0.64 -0.26 0.47 0.0930
H -2.9641 2.7879 -5.7154 -0.10 -0.12 0.20 0.3647
H 3.5269 -3.3020 1.8525 0.13 0.08 -0.19 0.3864
O 2.3444 -0.6254 -3.1974 0.33 0.25 0.04 -0.2698
C -1.5743 2.2696 -3.4739 -1.18 0.68 -0.46 -1.1203
H 3.4774 -5.7382 0.7516 -0.36 0.32 0.58 0.4013
C -0.0166 1.2504 -5.1228 0.67 -0.30 -0.15 -0.8995
N 2.8592 -3.8794 -0.0739 0.26 -0.16 0.51 0.1878
H -2.7274 1.0184 -5.5941 0.20 -0.04 0.37 0.2657
H 2.3658 -0.6794 -2.2377 -0.30 -0.18 -0.09 0.0455
O 4.4585 -1.1286 -2.5448 -0.74 -0.05 0.16 -0.6760
C -0.6128 3.6374 -5.1788 1.08 -0.34 -2.19 -0.9757
C 0.2445 1.4881 4.3182 0.61 0.90 0.87 -1.4919
H -5.6902 -4.3630 -2.6380 0.01 0.04 -0.30 0.3496
H -3.4552 -0.9863 -1.0424 -0.10 -0.06 -0.09 -0.1223
H 0.6617 0.7108 4.9572 -0.21 -0.29 -0.20 0.3903
C -3.9054 -3.4635 -1.7560 0.43 -0.56 0.51 0.1908
H 1.6999 -0.4936 -0.4032 0.26 0.42 0.19 0.1968
H 4.8199 3.5591 3.2863 0.06 0.01 0.40 0.5033
C -2.2499 1.9694 -5.7977 -0.43 0.34 -1.10 -0.7989
H -3.1652 0.7622 -3.5705 -0.34 0.41 0.20 0.5005
C 2.9973 6.2852 4.4995 -0.19 0.51 -0.68 -0.6433
H -4.9789 -0.6057 -0.2003 0.14 0.57 0.17 0.3598
H -1.6681 -1.1377 1.7224 0.33 -0.10 0.07 -0.1464
H 5.0261 -3.8791 0.1521 -0.38 -0.37 0.25 0.3091
H -2.6952 -3.8433 1.0434 -0.16 -0.08 -0.52 0.5073
H -2.3231 -1.1945 3.8877 -0.17 0.09 -0.03 0.3296
C 2.6239 -3.2396 1.2493 -0.39 -0.26 0.51 -0.7250
H 0.6497 2.3733 2.4264 0.17 0.26 0.00 0.0735
H -3.2688 -0.2648 0.4946 -0.49 0.21 0.33 0.4505
H 1.0854 0.7493 -1.5214 0.21 0.03 0.21 -0.0462
H -4.9599 -1.4898 3.7357 0.23 -0.58 0.25 0.4667
H 4.4180 -3.8978 -1.5226 -0.07 -0.01 -0.02 0.3869
C 3.7608 -0.6006 -3.4583 0.72 0.08 0.22 0.4554
H 0.8094 4.4109 2.6009 -0.01 0.04 -0.26 0.2370
C 1.9908 -3.3191 -1.1712 -0.16 0.00 -0.36 0.6559
H 1.8748 -3.8170 1.7901 -0.20 0.16 -0.13 0.3969
O -0.2024 -2.9504 -2.0383 -0.81 -0.35 0.10 -0.3664
H -2.9568 -3.9241 -1.4712 0.22 0.29 -0.24 0.1006
C 4.1393 4.4050 3.3403 -0.58 0.57 -1.56 -0.6529
C -2.2899 1.0235 -2.9793 1.84 -0.57 0.60 -0.2254
H -4.4446 -5.4998 -2.1438 -0.11 -0.04 -0.04 0.3577
C 2.7154 -5.3492 0.0763 1.22 -0.40 -1.05 -1.0052
H -5.6815 -2.9012 -0.5516 0.09 0.22 -0.29 0.6454
H -1.9491 1.9360 -6.8458 0.35 0.06 0.13 0.3871
O -1.4269 -0.0753 -2.9875 -0.53 -0.32 -0.52 -0.3461
C -1.9412 -2.1499 2.0487 -0.49 1.53 -0.43 -0.3131
N -1.0975 2.2595 -4.9259 -0.44 0.09 1.48 0.2379
H 2.8590 6.7910 5.4516 0.10 0.17 -0.07 0.3661
H 1.9213 5.5629 1.8452 0.24 -0.28 -0.17 0.5337
H 3.0712 -5.7697 -0.8686 -0.67 -0.09 -0.15 0.3981
H 4.4396 5.1024 2.5504 0.29 0.07 0.22 0.4135
H 0.1270 2.3374 5.0028 -0.28 -0.04 -0.06 0.4182
H 0.5108 1.4235 -6.0600 -0.34 0.11 -0.16 0.3565
H 1.7053 -5.6430 0.3253 -0.04 0.00 0.06 0.3702
H 4.9733 5.4943 4.9341 -0.03 0.35 -0.34 0.4325
H -2.4922 1.2390 -1.9206 -0.77 0.28 -0.19 0.1990
H 1.0172 5.4372 4.7171 0.09 -0.17 -0.05 0.3343
H 3.2337 2.1848 3.9869 0.12 0.14 0.05 0.5348
C -4.7944 -2.3399 1.7791 -1.19 1.02 0.32 -0.6586
O -0.3173 -0.5388 -0.7440 -0.75 0.11 0.40 -0.0812
H 3.7731 4.4829 5.4816 -0.45 -0.10 -0.22 0.3258
C -2.5990 -2.7771 0.8222 0.20 -0.59 0.82 -0.6195
C 3.0262 3.3542 1.4119 -0.97 -0.93 0.22 -1.1470
C 4.2367 -3.5376 -0.5162 0.77 0.86 0.04 -0.9951
H 2.0530 3.3591 4.6251 0.09 -0.23 0.18 0.4153
C 0.8529 0.1913 -0.5959 -0.72 -0.34 -0.42 -0.4195
H -4.2092 -0.4766 2.6300 0.11 -0.13 -0.23 0.2679
H 2.4761 -3.6523 -2.0854 -0.21 0.19 -0.18 0.4268
H 2.0952 -2.2405 -1.1110 -0.02 -0.09 -0.06 -0.9819
H -5.7598 -1.8714 1.5644 -0.04 -0.29 -0.29 0.4479
H 1.7092 1.0464 2.7890 -0.29 -0.07 -0.18 0.2500
H -1.0071 -2.6398 2.3111 -0.02 -0.27 -0.27 0.3999
C -4.6125 -4.5257 -2.6063 -0.04 0.15 0.44 -1.4930
H -2.3194 3.0743 -3.4300 0.15 0.10 -0.14 0.3826
```
Positions in Å, forces in eV/Å.